Record 1
Below is a molecular structure, H16HfO8, with properties calculated with ωB97M-V with the def2-TZVPD basis set.

Geometry as XYZ:
```
25
Properties=species:S:1:pos:R:3:mulliken_charge:R:1
Hf -21.938 -5.912 -10.065 2.100
O -20.615 -4.450 -10.811 -0.463
H -19.663 -4.277 -10.673 0.366
H -20.737 -4.059 -11.693 0.381
O -20.601 -7.116 -11.212 -0.487
H -20.825 -7.947 -11.610 0.345
H -20.067 -6.609 -11.856 0.365
O -24.034 -6.402 -10.178 -0.518
H -24.613 -6.389 -9.392 0.378
H -24.632 -6.298 -10.957 0.389
O -22.509 -5.586 -12.091 -0.459
H -22.297 -6.039 -12.926 0.349
H -22.945 -4.756 -12.429 0.385
O -22.149 -7.962 -9.343 -0.471
H -22.721 -8.368 -8.677 0.321
H -21.729 -8.762 -9.735 0.324
O -20.194 -6.174 -8.815 -0.435
H -19.453 -5.675 -8.471 0.351
H -19.954 -7.102 -8.790 0.360
O -22.649 -5.698 -8.017 -0.493
H -22.613 -6.311 -7.236 0.345
H -22.940 -4.875 -7.537 0.339
O -23.042 -3.989 -9.910 -0.474
H -23.995 -3.870 -9.951 0.340
H -22.867 -3.073 -10.161 0.362
```

Energy relative to the best compared isomer or geometry (same formula, charge and spin)   21.1 kcal/mol
Orbital gap   12.80 eV
E_LUMO   -16.4 eV
Charge   +4
Total energy   -657.93417 a.u.

---

Record 2
Below is 2 unconnected molecules or ions with the total composition C29H35BO3S, with properties calculated with ωB97M-V with the def2-TZVPD basis set.

Geometry as XYZ:
```
69
Properties=species:S:1:pos:R:3:mulliken_charge:R:1
C -5.228 2.610 0.890 -0.843
O -4.413 2.295 -0.261 -0.453
C -3.080 2.067 -0.086 0.646
C -2.279 1.972 -1.248 -0.862
C -0.944 1.597 -1.145 -0.591
C -0.381 1.321 0.096 -0.084
B 1.233 0.996 0.258 1.673
C 1.969 2.416 0.602 0.371
C 2.226 2.962 1.842 -1.052
C 3.102 4.111 1.777 -0.711
C 3.532 4.396 0.493 0.540
C 4.455 5.466 0.050 -1.205
S 2.827 3.278 -0.641 -0.294
O 1.590 0.250 1.442 -0.617
C 2.210 -0.919 0.952 1.679
C 3.189 -1.468 1.974 -2.123
C 1.139 -1.958 0.755 -1.305
C 2.819 -0.449 -0.473 2.079
C 4.167 0.224 -0.274 -2.160
C 2.936 -1.526 -1.544 -1.722
O 1.851 0.485 -0.926 -0.644
C -1.167 1.388 1.236 -0.868
C -2.504 1.794 1.172 -0.345
H -6.166 2.971 0.464 0.257
H -5.417 1.708 1.491 0.263
H -4.768 3.391 1.511 0.360
H -2.737 2.164 -2.214 0.465
H -0.334 1.545 -2.046 0.511
H 1.832 2.599 2.785 0.429
H 3.418 4.689 2.640 0.316
H 4.726 6.103 0.897 0.336
H 5.374 5.029 -0.368 0.248
H 3.974 6.078 -0.725 0.278
H 3.578 -2.432 1.622 0.324
H 4.020 -0.783 2.153 0.439
H 2.658 -1.634 2.919 0.432
H 1.549 -2.956 0.556 0.264
H 0.505 -2.013 1.647 0.569
H 0.485 -1.675 -0.080 -0.666
H 4.917 -0.547 -0.049 0.418
H 4.468 0.745 -1.190 0.407
H 4.134 0.956 0.542 0.357
H 3.585 -2.345 -1.213 0.284
H 1.959 -1.930 -1.819 0.066
H 3.379 -1.083 -2.441 0.518
H -0.730 1.156 2.207 0.417
H -3.105 1.853 2.081 0.393
C -1.339 -3.694 0.432 -0.664
C -0.333 -4.805 -0.045 -0.856
C 0.102 -4.326 -1.400 -0.334
C -0.569 -3.173 -1.778 -0.340
C -1.416 -2.725 -0.725 0.502
C -2.490 -1.789 -0.881 0.873
C -2.863 -1.354 -2.180 -0.188
C -4.169 -0.942 -2.409 -0.969
C -5.069 -0.838 -1.341 -0.304
C -4.622 -1.009 -0.024 -0.752
C -3.324 -1.439 0.215 -0.031
H -2.333 -4.141 0.599 0.598
H -1.043 -3.224 1.379 0.238
H 0.511 -4.977 0.644 0.352
H -0.880 -5.761 -0.112 0.375
H 0.811 -4.882 -2.014 0.435
H -0.520 -2.691 -2.758 0.366
H -2.146 -1.419 -3.002 0.266
H -4.495 -0.714 -3.426 0.440
H -6.122 -0.621 -1.531 0.417
H -5.300 -0.826 0.811 0.488
H -2.945 -1.549 1.235 0.293
```

Energy relative to the best compared isomer or geometry (same formula, charge and spin)   68.7 kcal/mol
Orbital gap   3.27 eV
E_LUMO   -2.9 eV
Charge   0
Total energy   -1774.74846 a.u.

---

Record 3
Below is 2 unconnected molecules or ions with the total composition C6H12O, with properties calculated with ωB97M-V with the def2-TZVPD basis set.

Geometry as XYZ:
```
19
Properties=species:S:1:pos:R:3:mulliken_charge:R:1
C -1.454 0.074 -0.127 0.085
O -2.219 -0.792 0.384 -0.570
C -0.929 1.134 0.803 -0.623
C 0.240 1.696 0.057 -0.648
C 0.995 0.540 -0.443 -0.361
C 1.898 -0.174 0.374 0.018
C 2.623 -1.277 0.187 -0.825
H -0.395 -0.375 -0.506 0.056
H -1.871 0.590 -1.022 0.264
H -3.329 -2.568 -1.214 -0.159
H -1.631 1.866 1.198 0.390
H -0.577 0.655 1.724 0.273
H -0.063 2.187 -0.877 0.300
H 0.782 2.446 0.627 0.367
H 1.040 0.398 -1.513 0.529
H 2.175 0.283 1.324 0.227
H 3.496 -1.433 0.816 0.245
H -3.431 -3.301 -1.120 0.150
H 2.649 -1.948 -0.672 0.283
```

Energy relative to the best compared isomer or geometry (same formula, charge and spin)   135.3 kcal/mol
Orbital gap   7.13 eV
E_LUMO   -1.4 eV
Charge   0
Total energy   -310.84367 a.u.